{
  "formula": "C42H84FO24PS",
  "method": "wB97M-V/def2-TZVPD",
  "e_homo_ev": -9.03,
  "spin_multiplicity": 1,
  "smiles": "CCOCCO[C@]1(P(C)O)OS(=O)(=O)[C@@H]([C@H](C)F)[C@@H](CCCCCCCOC)[C@@H]1OC[C@@H](C)O.CCOC(=O)OC.CCOC(=O)OC.CCOC(=O)OC.CCOC(=O)OC.CCOC(=O)OC",
  "lumo_ev": 0.4,
  "species": ["C", "C", "O", "C", "C", "O", "C", "P", "C", "O", "O", "S", "O", "O", "C", "C", "C", "F", "C", "C", "C", "C", "C", "C", "C", "C", "O", "C", "C", "O", "C", "C", "C", "O", "H", "H", "H", "H", "H", "H", "H", "H", "H", "H", "H", "H", "H", "H", "H", "H", "H", "H", "H", "H", "H", "H", "H", "H", "H", "H", "H", "H", "H", "H", "H", "H", "H", "H", "H", "H", "H", "H", "H", "H", "H", "H", "H", "H", "C", "C", "O", "C", "O", "O", "C", "H", "H", "H", "H", "H", "H", "H", "H", "C", "C", "O", "C", "O", "O", "C", "H", "H", "H", "H", "H", "H", "H", "H", "C", "C", "O", "C", "O", "O", "C", "H", "H", "H", "H", "H", "H", "H", "H", "C", "C", "O", "C", "O", "O", "C", "H", "H", "H", "H", "H", "H", "H", "H", "C", "C", "O", "C", "O", "O", "C", "H", "H", "H", "H", "H", "H", "H", "H"],
  "xyz": [[-5.75232, -4.33401, 0.21131], [-5.42937, -3.43503, -0.99243], [-5.62907, -2.05767, -0.73844], [-4.66931, -1.50753, 0.12721], [-3.32999, -1.27091, -0.56587], [-2.32238, -1.26344, 0.46116], [-1.05777, -1.65497, 0.04054], [-1.02400, -3.51765, -0.25730], [-1.69286, -4.13763, 1.33506], [0.59908, -3.81353, -0.12717], [-0.13929, -1.42142, 1.12794], [0.11477, 0.08359, 1.61739], [-0.55168, 0.23194, 2.87530], [1.52815, 0.33129, 1.60895], [-0.69306, 1.14798, 0.42221], [-0.24933, 2.59621, 0.58358], [-0.17485, 3.14175, 1.99751], [-1.23862, 3.30968, -0.11856], [-0.60582, 0.60934, -1.04322], [0.46529, 1.27203, -1.91448], [1.91228, 0.96081, -1.47123], [2.78239, 2.17535, -1.11943], [4.20142, 2.05898, -1.65203], [4.98709, 0.87189, -1.08653], [4.98678, 0.75505, 0.44281], [5.13099, -0.69225, 0.93064], [6.22653, -0.78760, 1.83762], [6.76148, -2.09080, 1.90550], [-0.47992, -0.91624, -1.16257], [-1.03377, -1.28220, -2.39266], [-0.25199, -2.07283, -3.25388], [-1.03594, -3.28935, -3.83743], [-0.39647, -4.63951, -3.47349], [-2.39897, -3.22150, -3.46215], [-4.86386, -4.84385, 0.57842], [-6.10409, -3.70611, 1.03035], [-6.53916, -5.04659, -0.01208], [-6.09046, -3.68378, -1.81944], [-4.41295, -3.63423, -1.34398], [-4.48078, -2.13880, 1.00342], [-5.05593, -0.56825, 0.51365], [-3.13342, -1.99821, -1.34986], [-3.35239, -0.28236, -1.02854], [-2.24330, -5.04812, 1.10928], [-0.87115, -4.41762, 1.99916], [-2.33744, -3.41482, 1.82785], [0.79744, -4.11933, 0.76428], [-1.74105, 1.10477, 0.71052], [0.68790, 2.80178, 0.07950], [0.82679, 2.97456, 2.38399], [-0.37679, 4.20942, 1.92722], [-0.91936, 2.70894, 2.65684], [-1.57017, 0.84525, -1.49519], [0.31043, 0.91520, -2.93239], [0.31130, 2.34844, -1.95357], [1.92609, 0.26923, -0.63115], [2.40556, 0.42095, -2.28424], [2.78606, 2.28490, -0.03334], [2.33352, 3.09348, -1.50642], [4.12079, 1.92104, -2.73384], [4.71390, 3.00943, -1.49998], [4.63009, -0.05416, -1.53931], [6.02445, 0.98011, -1.41169], [5.82970, 1.28850, 0.87864], [4.06738, 1.14570, 0.87115], [5.32792, -1.36519, 0.09006], [4.22644, -1.03024, 1.44554], [5.97729, -2.85070, 1.89410], [7.30011, -2.18458, 2.84571], [7.46475, -2.25864, 1.08569], [0.58956, -1.14294, -1.12678], [0.66002, -2.43407, -2.77836], [0.03470, -1.44627, -4.10237], [-0.97818, -3.21087, -4.92430], [-1.00765, -5.19262, -2.76075], [0.59266, -4.52621, -3.03415], [-0.27903, -5.25975, -4.36051], [-2.62216, -4.02653, -2.99679], [-6.69774, 0.67898, -1.76089], [-8.11893, 0.24317, -1.49398], [-8.83139, 1.18657, -0.67438], [-9.24691, 2.28567, -1.29612], [-9.11564, 2.53814, -2.46496], [-9.85629, 3.06267, -0.39884], [-10.31156, 4.31407, -0.91784], [-6.17973, 0.87009, -0.82098], [-6.16607, -0.09838, -2.30388], [-6.66607, 1.59831, -2.34530], [-8.12167, -0.68390, -0.92492], [-8.66831, 0.07358, -2.41979], [-10.94674, 4.16616, -1.78810], [-9.46414, 4.94482, -1.18134], [-10.88197, 4.78226, -0.12136], [-0.49651, 9.76231, 4.25903], [-0.33541, 8.90886, 3.01998], [-0.80669, 7.56746, 3.22356], [-2.12969, 7.41828, 3.20545], [-2.94055, 8.28328, 3.00345], [-2.40172, 6.13452, 3.43565], [-3.79719, 5.82953, 3.50703], [-0.00686, 9.28981, 5.11130], [-0.05021, 10.74351, 4.09814], [-1.54772, 9.89917, 4.50690], [0.71809, 8.79852, 2.77068], [-0.84114, 9.34829, 2.16048], [-4.31720, 6.17843, 2.61802], [-4.23645, 6.27892, 4.39593], [-3.86638, 4.74790, 3.57283], [2.04336, -7.08641, 1.67676], [2.87511, -6.13556, 0.84108], [4.17693, -6.66485, 0.55948], [4.21531, -7.60092, -0.38686], [3.27892, -8.00117, -1.02797], [5.47638, -8.00752, -0.51417], [5.66465, -9.05873, -1.46512], [2.57474, -7.35301, 2.59080], [1.09369, -6.62179, 1.94861], [1.83065, -8.00387, 1.13064], [3.05952, -5.21410, 1.39346], [2.37287, -5.87463, -0.09062], [5.25397, -8.78423, -2.43389], [5.19766, -9.97608, -1.11080], [6.73749, -9.20261, -1.54746], [2.39753, 4.53816, -7.22341], [3.15767, 5.67270, -6.57147], [2.32043, 6.45544, -5.70583], [2.04649, 5.90493, -4.52693], [2.45227, 4.84591, -4.12372], [1.23970, 6.72816, -3.85976], [0.80632, 6.22990, -2.59035], [1.52225, 4.92074, -7.74962], [3.03764, 4.02094, -7.93799], [2.05684, 3.81720, -6.48197], [3.51123, 6.37383, -7.32460], [4.02236, 5.31086, -6.01574], [1.65677, 5.94845, -1.97278], [0.14491, 5.37500, -2.72433], [0.26118, 7.04055, -2.11702], [3.18066, -0.96395, 3.94586], [2.86640, -2.41646, 3.67818], [3.84685, -3.31509, 4.23143], [3.76652, -3.51607, 5.54168], [2.93876, -3.06277, 6.28713], [4.75999, -4.33650, 5.89495], [4.83255, -4.59904, 7.29722], [4.18477, -0.71903, 3.59171], [2.45954, -0.33803, 3.42821], [3.13843, -0.73719, 5.01092], [2.89092, -2.61074, 2.60558], [1.87544, -2.68577, 4.04627], [3.88106, -4.96711, 7.67436], [5.11962, -3.69774, 7.83640], [5.59741, -5.35949, 7.42368]],
  "mulliken_charge": [-1.277, 0.697, -0.286, -0.845, 0.649, -0.515, 1.298, 0.676, -1.298, -0.254, 0.390, 0.697, -0.746, -0.345, -0.741, 1.112, -1.684, -0.446, 0.172, -2.292, 0.400, -0.879, -1.314, -0.960, -0.394, -0.090, -0.435, -0.681, -2.293, -0.136, -0.690, 0.233, -1.310, -0.555, 0.279, 0.371, 0.321, 0.569, -0.549, 0.122, 0.211, -0.021, -0.086, 0.327, 0.299, 0.256, -0.042, 0.823, -0.369, 0.313, 0.546, 0.357, 0.760, 0.599, 0.835, -0.374, 0.952, 0.411, 0.076, 0.363, 0.457, 0.418, 0.492, 0.618, -0.050, 0.576, -0.241, 0.224, 0.272, 0.332, 1.198, 0.324, 0.306, 0.561, 0.348, 0.287, 0.344, 0.242, -0.882, -0.242, -0.378, 0.773, -0.557, -0.354, -0.641, 0.172, 0.228, 0.526, 0.254, 0.320, 0.299, 0.294, 0.221, -1.107, -0.219, -0.323, 0.748, -0.564, -0.260, -0.690, 0.293, 0.364, 0.316, 0.302, 0.316, 0.327, 0.306, 0.199, -1.167, 0.266, -0.376, 0.719, -0.563, -0.349, -0.648, 0.336, 0.275, 0.363, 0.041, 0.294, 0.299, 0.291, 0.227, -1.051, -0.161, -0.394, 0.747, -0.517, -0.366, -0.562, 0.302, 0.358, 0.249, 0.304, 0.292, 0.254, 0.268, 0.264, -0.893, 0.075, -0.292, 0.642, -0.558, -0.324, -0.695, 0.359, -0.101, 0.457, 0.081, 0.463, 0.306, 0.294, 0.236]
}

=====

{
  "formula": "C4H9NO",
  "method": "wB97M-V/def2-TZVPD",
  "e_homo_ev": -8.27,
  "spin_multiplicity": 1,
  "smiles": "C=CNC.C=O",
  "lumo_ev": 1.0,
  "species": ["C", "C", "N", "C", "H", "H", "H", "H", "H", "H", "H", "O", "C", "H", "H"],
  "xyz": [[1.58222, 0.52830, -0.03092], [0.43327, 1.13891, -0.31806], [-0.57623, 1.44466, 0.59877], [-1.88710, 1.74697, 0.00514], [1.86959, 0.18734, 0.95335], [2.21328, 0.25599, -0.86563], [0.25198, 1.50049, -1.32559], [-0.68062, 0.67320, 1.24147], [-2.51423, 2.17157, 0.78658], [-1.75083, 2.49130, -0.77653], [-2.36351, 0.85731, -0.41649], [-0.18464, -2.44250, 0.22204], [0.84379, -2.43395, -0.39239], [0.88558, -2.76892, -1.44455], [1.80833, -2.13276, 0.04178]],
  "nbo_charge": [-0.525, 0.018, -0.611, -0.409, 0.199, 0.200, 0.182, 0.373, 0.204, 0.196, 0.181, -0.513, 0.291, 0.103, 0.112]
}